This record from OMol25 describes one molecule with the formula CH2O2S. The level of theory is ωB97M-V with the def2-TZVPD basis set.

Structure (XYZ):
```
6
Properties=species:S:1:pos:R:3:forces:R:3:mulliken_charge:R:1
O 0.451 0.008 -1.221 0.1 -0.1 0.3 -0.40
C 0.048 0.030 0.038 -0.9 -0.3 0.5 0.47
O -0.737 -1.045 0.240 0.6 0.7 -0.2 -0.41
S 0.344 1.194 1.177 0.1 -0.5 -0.6 -0.35
H 1.004 0.782 -1.363 0.1 0.2 0.0 0.35
H -1.109 -0.968 1.129 0.1 0.0 0.0 0.34
```
Forces are in eV/Å.

The LUMO energy is 0.0200 Eh. For the strongest force on any atom, the calculation gives 0.02136 Eh/bohr. For the energy relative to the best compared isomer or geometry (same formula, charge and spin), the calculation gives 24.0 kJ/mol. The value obtained for the orbital gap is 9.91 eV. As for the charge: 0. The calculation puts the energy at -15999.6862 eV. Its multiplicity is 1. As for the HOMO energy: -9.37 eV.